A cluster of 5 separate species, C35H52N2O17S2 in total in a non-equilibrium geometry. Source: OMol25; level of theory: the ωB97M-V functional and the def2-TZVPD basis.

Summary:
M   836.93 g/mol
LUMO level   -0.97 eV
SMILES   C#CCCCC1=C(OCCCC)C(=O)C(COO)=C(CCCSC(=S)n2ccnc2)C1=O.COC(=O)OC.COC(=O)OC.COC(=O)OC.COC(=O)OC
Strongest force on any atom   1.2 eV Å⁻¹

Geometry as ORCA input:
```
! wB97M-V def2-TZVPD RIJCOSX def2/J DEFGRID3
* xyz 0 1
H 1.683 -0.909 -4.821
H 0.070 -10.160 -4.172
H 0.598 4.997 0.254
H -1.493 -0.603 -0.323
C 4.086 2.637 5.495
C 2.491 -6.125 -5.310
H 2.203 1.577 5.354
O -1.751 6.638 -3.328
H 1.624 5.044 3.095
C 5.389 0.365 5.987
O -0.203 -8.299 -5.060
H 0.222 -1.702 2.949
H -3.069 5.189 -2.819
C 0.610 0.875 3.032
O 2.019 3.659 1.052
H 2.200 5.599 0.534
H 0.229 -1.849 1.206
C 2.687 2.424 4.884
C -4.687 -0.514 4.201
C -7.146 1.213 2.278
H -4.999 1.131 1.860
C -0.042 0.122 1.906
O 2.806 -0.324 -6.474
H 1.728 -8.126 1.038
C -2.164 5.623 -2.405
H -2.009 -0.964 4.057
O 1.618 -8.053 -3.746
C -5.850 0.854 2.457
H -1.871 -2.749 4.001
O 0.061 0.025 -1.385
O 1.257 -6.794 -5.584
H 2.453 -5.633 -4.340
H 1.969 0.829 -5.028
H 3.714 -3.602 -8.251
C -2.284 -1.869 3.516
C -0.965 6.731 3.446
H -1.701 7.289 2.867
C -0.474 5.513 2.625
H 4.015 3.179 6.438
H -0.706 4.604 3.179
H -0.157 7.416 3.692
C -1.758 -1.762 2.076
H -1.487 6.405 4.344
C 1.222 2.687 1.552
H 3.436 1.252 3.266
O -0.363 8.189 -3.905
C 1.037 5.553 2.329
H -2.357 -1.003 1.578
H 6.019 -0.481 6.106
O 0.586 1.245 -1.890
N -5.811 0.071 3.586
S -4.033 0.118 5.541
O -0.001 7.073 -1.974
O -0.916 -8.103 1.112
H 4.593 -2.643 -9.460
C -0.273 -1.358 2.040
C -0.642 7.281 -2.971
H 3.320 -6.829 -5.339
C 4.753 1.357 5.768
H -0.807 -8.963 -3.183
H -3.143 -5.789 2.974
C -0.080 2.330 0.875
H 2.623 -5.376 -6.085
C -0.601 -6.983 1.413
C 1.423 4.968 0.962
C 0.814 8.957 -3.645
H 2.411 -6.640 0.348
H 1.342 6.599 2.304
H 1.425 1.381 -1.425
C 1.560 1.955 2.621
O -0.865 3.128 0.425
N -7.927 0.657 3.275
H 4.721 3.208 4.818
H -2.541 -7.449 3.138
H -7.521 1.826 1.478
O 1.761 -2.223 -7.108
C 3.696 -2.694 -8.851
H -1.591 -9.696 -4.600
O 0.345 0.637 4.187
C 1.741 -0.098 -5.544
C -0.649 -9.343 -4.191
C 2.670 -1.438 -7.191
C 0.954 -7.746 -4.703
H 1.690 8.312 -3.596
O -1.364 -6.107 2.071
H 0.711 9.516 -2.717
S -4.092 -1.980 3.438
C 2.841 2.168 3.374
H 0.792 0.005 -6.067
C -0.359 0.854 0.837
H 2.817 -2.691 -9.493
C -7.105 -0.007 4.028
H -1.879 -2.714 1.561
H -3.236 -6.897 1.591
O 3.714 -1.536 -8.014
H -1.001 5.517 1.675
H 3.434 2.960 2.923
H -1.399 4.854 -2.311
C 1.506 -7.229 0.464
H 1.123 -7.495 -0.519
H 0.915 9.647 -4.477
H -2.378 6.055 -1.430
H -7.447 -0.529 4.907
H -1.615 1.108 -0.853
C -0.963 0.336 -0.442
C -2.647 -6.606 2.458
O 0.572 -6.403 1.167
H 2.122 3.349 5.012
*
```

Results of the Mulliken charge analysis, in e, for atoms 1 through 4: number 1, H, carries 0.290; number 2, H, carries 0.287; number 3, H, carries 0.223; number 4, H, carries 0.449